Molecular formula: C24H50BCl2N5O7
Method: DFT, the ωB97M-V functional and the def2-TZVPD basis

E_tot: -2690.19909 hartree
Net charge: 0
Max |F|: 1.89 eV/A
Lowest unoccupied orbital energy: 0.0245 Ha
Frontier orbital gap: 9.23 eV
Structure (SMILES): CC(=O)OCCCCB/C(Cl)=C(/C)Cl.CNC(C)=O.CNC(C)=O.CNC(C)=O.CNC(C)=O.CNC(C)=O

Each line ends with the Mulliken charge.
Positions of all 89 atoms, in Å:
C  -5.270  2.209  4.805  -0.841
C  -5.947  1.160  3.903  0.680
O  -7.052  1.339  3.513  -0.538
O  -5.209  0.046  3.627  -0.277
C  -4.959  -0.075  2.201  -0.657
C  -4.473  -1.490  1.827  -0.124
C  -2.926  -1.617  1.681  -0.308
C  -2.234  -2.479  2.794  -0.906
B  -1.472  -1.656  3.911  0.048
C  -0.959  -0.153  3.721  0.084
Cl  -1.731  1.133  4.684  -0.224
C  0.002  0.130  2.861  0.540
C  0.495  1.558  2.618  -0.879
Cl  0.716  -1.199  1.928  -0.211
H  -4.851  1.646  5.663  0.286
H  -4.410  2.665  4.286  0.188
H  -5.987  2.952  5.169  0.313
H  -4.301  0.742  1.849  0.294
H  -5.932  0.080  1.692  0.429
H  -4.951  -1.771  0.879  -0.028
H  -4.853  -2.192  2.589  0.286
H  -2.489  -0.608  1.578  0.321
H  -2.743  -2.139  0.722  0.318
H  -1.617  -3.261  2.315  0.263
H  -3.042  -3.035  3.319  0.377
H  -1.311  -2.176  4.973  -0.135
H  0.377  2.192  3.507  0.390
H  1.536  1.591  2.261  0.093
H  -0.170  1.971  1.834  0.266
C  5.066  0.251  2.170  -1.128
C  4.397  0.997  1.046  0.775
O  3.406  1.700  1.226  -0.729
N  4.926  0.871  -0.193  0.018
C  6.080  0.093  -0.601  -0.820
H  4.533  0.447  3.098  0.293
H  5.042  -0.822  1.976  0.261
H  6.098  0.588  2.284  0.357
H  4.432  1.396  -0.899  0.074
H  6.811  0.769  -1.048  0.273
H  5.759  -0.629  -1.352  0.256
H  6.533  -0.431  0.236  0.334
C  5.838  -5.012  2.698  -1.384
C  6.439  -3.629  2.656  0.807
O  6.022  -2.763  1.901  -0.616
N  7.475  -3.363  3.494  -0.150
C  8.104  -4.252  4.453  -0.875
H  5.027  -5.069  1.977  0.274
H  6.589  -5.758  2.435  0.390
H  5.435  -5.219  3.690  0.383
H  7.826  -2.422  3.412  0.222
H  8.017  -3.814  5.449  0.289
H  9.162  -4.349  4.203  0.292
H  7.645  -5.235  4.454  0.336
C  -7.355  -3.356  -1.112  -1.327
C  -6.617  -4.181  -0.088  0.785
O  -5.520  -3.857  0.339  -0.618
N  -7.216  -5.317  0.359  -0.177
C  -8.504  -5.863  -0.023  -0.841
H  -6.755  -2.487  -1.368  0.279
H  -7.525  -3.939  -2.018  0.393
H  -8.308  -3.011  -0.706  0.373
H  -6.667  -5.818  1.041  0.239
H  -9.133  -5.940  0.866  0.284
H  -8.356  -6.862  -0.436  0.288
H  -9.003  -5.242  -0.760  0.322
C  5.081  3.356  -4.588  -1.343
C  4.297  2.267  -3.899  0.843
O  4.820  1.219  -3.538  -0.662
N  2.977  2.481  -3.683  -0.084
C  2.184  3.649  -4.033  -0.901
H  6.116  3.039  -4.689  0.320
H  4.676  3.540  -5.584  0.350
H  5.054  4.273  -3.998  0.343
H  2.516  1.713  -3.219  0.219
H  1.754  4.062  -3.117  0.269
H  1.374  3.342  -4.697  0.436
H  2.781  4.411  -4.525  0.264
C  0.319  5.774  -7.288  -1.293
C  -0.481  4.697  -6.600  0.794
O  0.025  3.643  -6.240  -0.700
N  -1.801  4.929  -6.385  -0.167
C  -2.574  6.106  -6.735  -0.817
H  1.350  5.444  -7.388  0.266
H  -0.081  5.965  -8.285  0.401
H  0.305  6.692  -6.698  0.365
H  -2.272  4.167  -5.921  0.237
H  -3.003  6.530  -5.826  0.282
H  -3.387  5.808  -7.401  0.285
H  -1.966  6.857  -7.228  0.315